# 1
Here is the molecule C5H8N2 at a distorted geometry from the OMol25 dataset. Energies are from ωB97M-V with the def2-TZVPD basis set.

Computed properties:
Total charge   0
SMILES   C=C1CC(N)=CN1
E_HOMO   -6.8402 eV
Spin multiplicity   1
Frontier orbital gap   7.9 eV

Geometry as XYZ:
```
15
Properties=species:S:1:pos:R:3:forces:R:3:lowdin_charge:R:1
C 2.396 -0.538 0.359 0.033 0.013 0.274 0.00
C 1.114 -0.156 0.399 0.192 0.096 -0.161 -0.37
C 0.031 -0.769 -0.467 0.080 -0.078 -0.110 -0.07
C -1.172 0.125 -0.260 0.260 0.162 0.133 -0.33
N -2.438 -0.157 -0.802 0.002 -0.039 0.080 0.07
C -0.767 1.188 0.444 -0.133 -0.121 -0.065 -0.08
N 0.572 1.025 0.889 0.207 0.060 0.041 0.03
H 3.210 0.136 0.593 -0.041 -0.133 0.425 0.04
H 2.646 -1.532 0.004 -0.020 0.235 -0.150 0.05
H 0.554 -0.551 -1.398 -0.899 -0.240 -0.711 0.13
H -0.140 -1.849 -0.439 0.045 0.148 0.336 0.12
H -3.187 0.347 -0.341 0.165 -0.002 -0.100 0.08
H -2.667 -1.144 -0.793 0.147 0.093 -0.024 0.08
H -1.326 2.069 0.738 0.059 -0.205 0.023 0.11
H 1.175 1.809 1.074 -0.098 0.009 0.010 0.13
```
Positions in Å, forces in eV/Å.

=====

# 2
Here is the molecule C5H8N2 from the OMol25 dataset. Energies are from ωB97M-V with the def2-TZVPD basis set.

Computed properties:
Total charge   0
SMILES   Cn1ccc(N)c1
E_HOMO   -7.4055 eV
Spin multiplicity   1
Frontier orbital gap   8.4 eV

Geometry as XYZ:
```
15
Properties=species:S:1:pos:R:3:forces:R:3:lowdin_charge:R:1
C -1.143 1.898 -0.677 -0.048 0.137 -0.040 -0.04
N -0.414 0.791 -0.108 0.057 -0.070 0.112 -0.19
C 0.123 0.749 1.143 -0.050 0.044 -0.081 -0.11
C 0.720 -0.477 1.321 -0.014 -0.104 0.021 -0.05
C 0.537 -1.215 0.118 -0.046 0.195 0.043 -0.35
N 0.915 -2.557 -0.093 0.146 0.004 -0.079 0.06
C -0.157 -0.403 -0.749 -0.024 -0.048 -0.017 -0.06
H -0.473 2.709 -0.989 -0.136 -0.149 0.034 0.09
H -1.702 1.544 -1.547 0.096 0.087 0.122 0.09
H -1.860 2.286 0.054 0.115 -0.017 -0.129 0.09
H 0.036 1.598 1.809 0.013 -0.168 -0.085 0.12
H 1.206 -0.828 2.223 -0.047 0.072 -0.131 0.10
H 1.770 -2.791 0.395 -0.095 0.028 -0.056 0.08
H 1.032 -2.770 -1.076 -0.016 -0.006 0.121 0.08
H -0.507 -0.573 -1.759 0.048 -0.007 0.166 0.11
```
Positions in Å, forces in eV/Å.

=====

# 3
Here is the molecule C5H8N2 at a distorted geometry from the OMol25 dataset. Energies are from ωB97M-V with the def2-TZVPD basis set.

Computed properties:
Total charge   0
SMILES   C[C@H]1[C@@H](C#N)N1C
E_HOMO   -9.5817 eV
Spin multiplicity   1
Frontier orbital gap   10.4 eV

Geometry as XYZ:
```
15
Properties=species:S:1:pos:R:3:forces:R:3:lowdin_charge:R:1
C 1.409 -0.504 -1.051 0.104 0.004 -0.132 -0.06
C 0.484 0.303 -0.179 0.257 0.072 -0.053 -0.32
C -0.997 0.237 -0.354 -0.183 0.380 -0.094 -0.25
C -1.210 0.189 -1.787 0.126 0.250 -0.945 -0.18
N -1.026 0.638 -2.843 -0.799 -1.007 0.634 0.15
N -0.322 -0.598 0.624 0.013 0.062 -0.017 -0.07
C -0.607 -0.281 2.020 -0.128 0.069 0.092 -0.08
H 0.927 -1.445 -1.338 0.077 0.252 -0.021 0.09
H 1.741 0.025 -1.946 -0.040 0.020 0.087 0.08
H 2.277 -0.765 -0.434 -0.013 0.069 -0.200 0.08
H 0.737 1.355 -0.053 0.531 -0.308 1.307 0.16
H -1.585 1.026 0.113 0.137 0.156 -0.234 0.14
H -0.740 0.796 2.213 -0.011 -0.135 -0.123 0.09
H 0.221 -0.637 2.643 -0.126 0.056 -0.255 0.09
H -1.511 -0.810 2.330 0.055 0.059 -0.047 0.08
```
Positions in Å, forces in eV/Å.

=====

# 4
Here is the molecule C5H8N2 at a distorted geometry from the OMol25 dataset. Energies are from ωB97M-V with the def2-TZVPD basis set.

Computed properties:
Total charge   0
SMILES   [H]/N=C1/NC[C@@H]2C[C@@H]12
E_HOMO   -8.4872 eV
Spin multiplicity   1
Frontier orbital gap   9.5 eV

Geometry as XYZ:
```
15
Properties=species:S:1:pos:R:3:forces:R:3:lowdin_charge:R:1
C 1.227 -0.407 -0.075 -0.978 0.447 2.094 -0.36
C -0.216 1.466 0.136 0.270 2.610 0.668 -0.20
C -0.944 0.297 -0.357 -0.091 -0.090 -1.030 -0.26
C -1.703 -0.903 -0.102 -0.097 -2.385 -1.857 -0.09
C -0.273 -0.881 0.393 2.273 0.153 -0.374 -0.10
H 2.405 -1.920 -0.137 -0.287 -0.625 0.079 0.03
H 1.933 1.537 -0.159 1.755 1.379 -0.398 0.10
H -0.175 2.323 -0.513 -1.128 0.683 -0.544 0.11
H -0.494 1.873 1.136 0.164 -0.708 -0.326 0.13
H -0.671 0.123 -1.417 0.318 0.614 0.513 0.15
H -2.380 -1.081 0.684 -0.711 -0.002 0.946 0.09
H -1.897 -1.543 -1.006 -0.268 1.036 0.860 0.12
H -0.328 -0.972 1.497 0.406 0.992 -0.633 0.13
N 2.370 -0.923 -0.091 0.547 -0.131 -0.720 0.11
N 1.147 1.010 0.010 -2.173 -3.973 0.721 0.03
```
Positions in Å, forces in eV/Å.

=====

# 5
Here is the molecule C5H8N2 at a distorted geometry from the OMol25 dataset. Energies are from ωB97M-V with the def2-TZVPD basis set.

Computed properties:
Total charge   0
SMILES   C=CN1C=NCC1
E_HOMO   -8.1262 eV
Spin multiplicity   1
Frontier orbital gap   9.0 eV

Geometry as XYZ:
```
15
Properties=species:S:1:pos:R:3:forces:R:3:lowdin_charge:R:1
C -2.442 0.053 -0.199 2.952 4.821 1.464 -0.01
C -1.409 -0.745 0.032 0.670 1.157 -1.379 -0.22
C 0.497 0.994 0.081 -1.367 0.269 -0.512 -0.16
C 1.990 0.545 -0.098 1.138 1.315 -0.050 -0.20
C 0.960 -1.421 0.090 -0.704 1.696 -2.468 -0.15
H -3.395 -0.306 -0.121 -2.298 -0.676 -0.137 0.00
H -2.223 1.243 -0.077 -0.939 -2.934 -0.637 0.10
H -1.681 -1.756 -0.077 0.516 -1.542 0.397 0.09
H 0.149 1.479 1.114 1.262 -1.107 -1.869 0.14
H 0.152 1.838 -0.696 0.385 -2.457 1.118 0.14
H 2.279 0.712 0.933 1.454 0.378 -0.190 0.08
H 2.608 1.199 -0.892 -1.367 -1.831 1.932 0.15
H 0.410 -2.474 0.131 2.173 2.037 0.056 0.16
N -0.053 -0.390 -0.008 -1.055 -0.882 1.003 -0.14
N 2.158 -0.971 -0.214 -2.820 -0.242 1.270 0.02
```
Positions in Å, forces in eV/Å.

=====

# 6
Here is the molecule C5H8N2 at a distorted geometry from the OMol25 dataset. Energies are from ωB97M-V with the def2-TZVPD basis set.

Computed properties:
Total charge   0
SMILES   C[C@H]1CN1CC#N
E_HOMO   -9.6760 eV
Spin multiplicity   1
Frontier orbital gap   10.6 eV

Geometry as XYZ:
```
15
Properties=species:S:1:pos:R:3:forces:R:3:lowdin_charge:R:1
C 0.715 1.362 1.285 0.063 -0.098 0.066 -0.04
C 0.514 0.388 0.148 -0.135 0.360 -0.252 -0.38
C 1.255 -0.815 -0.284 0.020 -0.077 -0.107 -0.09
N -0.091 -0.933 0.311 -0.450 -0.027 -0.176 -0.05
C -1.318 -1.230 -0.527 0.446 0.022 0.222 -0.15
C -1.763 0.018 -1.157 0.063 1.000 -0.289 -0.21
N -1.790 1.123 -1.499 -0.729 -1.041 -0.108 0.16
H 1.353 1.022 2.103 -0.074 -0.148 -0.112 0.07
H -0.268 1.633 1.689 0.180 -0.069 -0.007 0.08
H 1.144 2.278 0.860 0.014 -0.180 0.174 0.08
H 0.086 0.934 -0.692 0.499 -0.104 0.178 0.08
H 1.372 -0.958 -1.359 -0.117 0.023 0.154 0.11
H 2.079 -1.231 0.303 -0.402 0.024 -0.018 0.11
H -1.176 -1.988 -1.313 0.300 0.180 0.354 0.12
H -2.113 -1.604 0.132 0.321 0.136 -0.081 0.11
```
Positions in Å, forces in eV/Å.

=====

# 7
Here is the molecule C5H8N2 at a distorted geometry from the OMol25 dataset. Energies are from ωB97M-V with the def2-TZVPD basis set.

Computed properties:
Total charge   0
SMILES   N#C[C@H](N)C1CC1
E_HOMO   -10.0032 eV
Spin multiplicity   1
Frontier orbital gap   11.0 eV

Geometry as XYZ:
```
15
Properties=species:S:1:pos:R:3:forces:R:3:lowdin_charge:R:1
N -0.511 -0.525 1.523 -0.149 -0.118 0.354 0.03
C -0.274 -0.953 0.150 0.139 0.014 0.077 -0.35
C -1.437 -1.750 -0.327 -0.708 -0.445 -0.277 -0.18
N -2.389 -2.373 -0.547 1.007 0.649 0.080 0.14
C -0.025 0.326 -0.662 -0.252 0.109 0.183 -0.25
C 1.324 0.843 -1.082 0.132 -0.082 -0.235 -0.12
C 0.675 1.412 0.131 -0.033 0.170 0.071 -0.13
H -0.707 -1.279 2.165 -0.144 -0.253 -0.093 0.08
H -1.298 0.118 1.523 0.091 -0.098 0.178 0.10
H 0.601 -1.611 0.133 -0.076 0.068 -0.014 0.15
H -0.847 0.598 -1.322 0.103 0.101 0.273 0.14
H 2.199 0.217 -0.956 -0.053 0.032 0.057 0.10
H 1.339 1.467 -1.966 0.021 -0.179 -0.111 0.10
H 0.253 2.410 0.155 0.167 -0.033 -0.275 0.10
H 1.098 1.098 1.082 -0.247 0.066 -0.268 0.10
```
Positions in Å, forces in eV/Å.

=====

# 8
Here is the molecule C5H8N2 from the OMol25 dataset. Energies are from ωB97M-V with the def2-TZVPD basis set.

Computed properties:
Total charge   0
E_HOMO (spin up / spin down)   -7.2319 / -7.2328 eV
Spin multiplicity   1
Frontier orbital gap (spin up / spin down)   7.4 / 7.4 eV

Geometry as XYZ:
```
15
Properties=species:S:1:pos:R:3:forces:R:3:lowdin_charge:R:1
C -2.590 0.055 0.084 -0.074 0.003 -0.040 -0.07
C -1.088 -0.207 0.124 0.132 0.016 -0.006 -0.44
C -0.222 0.797 -0.155 -0.126 0.085 -0.031 -0.13
N 1.160 0.654 -0.147 -0.059 -0.163 -0.073 -0.04
C 1.841 -0.512 -0.157 0.019 0.487 -0.116 -0.16
N 3.154 -0.307 0.082 -0.067 -0.200 0.043 0.04
C -0.598 -1.492 0.467 -0.106 0.254 -0.084 0.14
H -3.159 -0.863 -0.098 0.160 0.111 0.033 0.07
H -2.921 0.461 1.047 0.078 -0.133 -0.155 0.08
H -2.872 0.780 -0.687 0.156 -0.110 0.083 0.07
H -0.572 1.745 -0.550 0.041 0.033 0.158 0.11
H 1.656 1.544 -0.123 0.038 -0.132 -0.047 0.13
H 3.818 -1.062 0.014 -0.354 0.020 -0.065 0.08
H 3.577 0.604 0.269 -0.269 -0.204 0.087 0.09
H -1.182 -2.197 -0.170 0.429 -0.066 0.214 0.02
```
Positions in Å, forces in eV/Å.

=====

In the order shown, the computed relative energy (zero: lowest compared OMol25 entry of this formula, charge and spin) values come out to 146.9 45.4 276.4 417.4 329.0 214.6 154.4 513.1 kJ/mol.
In the order shown, the computed calculated total energy values come out to -304.7796 -304.8182 -304.7302 -304.6765 -304.7102 -304.7538 -304.7767 -304.6401 a.u..